Entry from OMol25: 2 unconnected molecules or ions with the total composition C2H10N3 (the ωB97M-V functional and the def2-TZVPD basis).

CARTESIAN COORDINATES (ANGSTROEM)
C 1.7053 -0.1664 -0.4742
N 1.0237 -1.4325 0.1995
H 2.4949 -0.6265 -1.0417
H 1.8883 0.4246 0.4193
H 1.0056 0.3523 -1.1232
H 1.2552 -2.1601 -0.4716
H 1.6470 -1.5947 0.9829
H -0.7170 -1.0408 0.0843
N -0.9210 1.6759 0.3275
C -1.8204 0.8260 -0.1684
N -1.6135 -0.4613 0.0525
H -0.5308 2.5318 -0.0568
H -0.2331 1.3495 0.9961
H -2.8234 1.2310 -0.3040
H -2.3606 -0.9088 0.5777

Strongest force on any atom (Eh/bohr): 0.062
Calculated total energy (hartree): -246.1812
Charge: +1
Relative energy (zero: lowest compared OMol25 entry of this formula, charge and spin) (kcal per mole): 48.6
Molecular weight (g/mol): 76.123



Entry from OMol25: 2 unconnected molecules or ions with the total composition C6H18N3S (the ωB97M-V functional and the def2-TZVPD basis).

CARTESIAN COORDINATES (ANGSTROEM)
C -3.0557 1.6599 -0.7419
C -2.7754 0.2536 -1.4365
C -0.7938 2.8965 0.1152
S -1.8706 1.4983 0.7374
H -2.8944 2.3852 -1.5098
H -4.1296 1.7618 -0.3573
H -1.6520 0.3220 -1.7461
H -3.3128 0.2894 -2.3846
H 0.1446 3.0949 0.6563
H -0.6318 2.8907 -1.0445
H -1.4001 3.7883 0.3968
H -3.2598 -0.4541 -0.7959
C 0.5664 -1.8860 -0.2015
C 0.4311 -2.8046 1.1158
C 2.4438 -0.4207 0.4276
N 1.9547 -1.4726 -0.4207
N 1.7082 0.7429 0.5920
N 3.6368 -0.4463 1.0515
H 0.4767 -2.7221 -1.1356
H -0.2361 -1.3037 -0.5664
H 0.7070 -3.7908 0.8052
H -0.5565 -2.9365 1.6986
H 2.6017 -1.9066 -1.1459
H 0.7426 0.7137 0.2854
H 1.7692 1.1931 1.4290
H 4.1168 -1.3349 0.8252
H 4.0301 0.3761 1.5266
H 1.2390 -2.3876 1.8241

Strongest force on any atom (Eh/bohr): 0.126
Calculated total energy (hartree): -801.5449
Charge: +1
Relative energy (zero: lowest compared OMol25 entry of this formula, charge and spin) (kcal per mole): 75.9
Molecular weight (g/mol): 164.298



Entry from OMol25: a gas-phase ion, C4H7N2O3 (charge +1) (the ωB97M-V functional and the def2-TZVPD basis).

CARTESIAN COORDINATES (ANGSTROEM)
C 1.8766 0.4198 -0.1071
C 0.2710 -1.3516 0.0798
C 0.6211 1.1220 -0.6771
C -0.4881 0.0452 -0.3899
N 1.5160 -0.8954 0.3457
N -1.4641 0.3091 0.9528
O 2.9490 0.9442 0.0526
O -0.1908 -2.4671 0.0465
O -1.3985 -0.2150 -1.3755
H 0.3043 2.1172 -0.1956
H 0.7221 1.2591 -1.7127
H 2.1770 -1.4395 0.8722
H -1.9085 1.2122 0.9889
H -1.0632 0.2839 1.8690
H -2.3333 -0.2062 0.7784
H -1.5906 -1.1380 -1.5279

Expectation value of S²: 2.01
Spin multiplicity: 3
Strongest force on any atom (Eh/bohr): 0.150
Calculated total energy (hartree): -491.4175
Charge: +1
Relative energy (zero: lowest compared OMol25 entry of this formula, charge and spin) (kcal per mole): 0.0
Molecular weight (g/mol): 131.111



Entry from OMol25: 2 unconnected molecules or ions with the total composition C4H11NO2 (the ωB97M-V functional and the def2-TZVPD basis).

CARTESIAN COORDINATES (ANGSTROEM)
O 2.1920 1.3449 0.6871
C 2.1277 0.8079 -0.4511
C 0.5476 0.1802 -0.6751
C 0.2612 -0.5667 0.5697
C -0.8163 -1.7128 0.4157
N -0.2094 1.3996 -0.8644
H 2.4950 1.4238 -1.2886
H 0.4311 -0.2985 -1.6788
H 1.1538 -0.9982 1.0739
H -0.1989 0.0948 1.3438
H -1.7901 -1.1717 0.2623
H -0.9085 -2.2944 1.3260
H -0.6353 -2.4390 -0.3778
H -1.1515 1.2660 -0.4583
H 0.0518 2.1386 -0.2218
H 2.6612 -0.1967 -0.5967
H -3.5508 0.7161 0.4614
O -2.6606 0.3060 0.4727

Expectation value of S²: 1.49
Spin multiplicity: 2
Strongest force on any atom (Eh/bohr): 0.068
Calculated total energy (hartree): -363.6708
Charge: +1
Relative energy (zero: lowest compared OMol25 entry of this formula, charge and spin) (kcal per mole): 161.6
Molecular weight (g/mol): 105.137



Entry from OMol25: C5H11NO in the gas phase (the ωB97M-V functional and the def2-TZVPD basis).

CARTESIAN COORDINATES (ANGSTROEM)
C 2.0217 -0.7259 1.1842
C 0.9590 -0.5503 0.1208
N 1.3917 -0.7527 -1.2635
C 0.3017 0.8267 0.2701
C -0.8728 1.0603 -0.6692
C -2.0032 0.1183 -0.3325
O -2.6667 0.1981 0.6683
H 1.5381 -0.8366 2.1510
H 2.6625 -1.5943 1.0211
H 2.6746 0.1446 1.2490
H 0.1830 -1.2960 0.3048
H 2.2090 -0.1760 -1.4604
H 1.7296 -1.7025 -1.3839
H 1.0609 1.6059 0.1930
H -0.0777 0.8817 1.3025
H -0.6136 0.9244 -1.7170
H -1.2340 2.0796 -0.5274
H -2.1891 -0.6993 -1.0479

SMILES: C[C@H](N)CCC=O
Strongest force on any atom (Eh/bohr): 0.015
Calculated total energy (hartree): -327.0945
Relative energy (zero: lowest compared OMol25 entry of this formula, charge and spin) (kcal per mole): 23.1
Molecular weight (g/mol): 101.149



Entry from OMol25: a molecular structure, C38H36ClI2O6PS2 (the ωB97M-V functional and the def2-TZVPD basis).

CARTESIAN COORDINATES (ANGSTROEM)
C 3.7437 2.9031 -1.1415
C 2.8287 3.5895 -2.2557
S 3.0692 2.9503 -3.9642
C 2.6029 1.1656 -4.0601
P 1.2905 0.7286 -2.6986
C 0.7853 -0.7872 -3.6932
C 1.9655 -1.7470 -4.1314
C 3.0376 -2.0766 -3.0140
C 2.9203 -3.5897 -2.5635
S 4.4284 -4.2093 -1.7091
O 4.0980 -4.3064 -0.2581
O 4.7891 -5.5491 -2.2543
Cl 6.0703 -2.9625 -1.9355
C 0.1681 0.3515 -1.2190
I 0.5355 -1.5713 -0.2169
C -0.8329 1.1289 -0.6715
C -1.1995 2.5073 -1.3247
I -1.9934 0.5390 1.0723
H 3.0881 2.4050 -0.3743
H 4.4199 2.1541 -1.6235
H 4.3462 3.6866 -0.6091
H 3.0313 4.6950 -2.2432
H 1.7672 3.4917 -1.8819
H 2.2441 0.9016 -5.0957
H 3.5463 0.5752 -3.8612
H 2.4172 0.6278 -1.7971
H 0.7290 2.0048 -2.9659
H 0.3309 -0.3940 -4.6521
H -0.0432 -1.3831 -3.2145
H 2.4998 -1.4199 -5.0630
H 1.4823 -2.7305 -4.4101
H 2.9736 -1.4459 -2.0957
H 4.0507 -1.9172 -3.4821
H 2.0489 -3.7231 -1.8644
H 2.7602 -4.1976 -3.4894
H -1.3551 2.4633 -2.4302
H -0.3421 3.2246 -1.1483
H -2.0637 2.9300 -0.7588
C -4.9036 -1.2924 -1.8759
C -5.8039 -1.8629 -2.7723
C -7.1326 -1.4606 -2.7751
C -7.5692 -0.4936 -1.8723
C -6.6719 0.0603 -0.9581
C -5.3355 -0.3337 -0.9702
C -7.1316 1.0546 0.0412
O -6.3487 1.5408 0.8361
C -8.5632 1.4393 0.0603
C -9.0231 2.3290 1.0290
C -10.3593 2.7057 1.0472
C -11.2397 2.2029 0.0928
C -10.7874 1.3121 -0.8708
C -9.4502 0.9206 -0.8838
C -8.9860 -0.0582 -1.8957
O -9.7556 -0.5012 -2.7279
H -3.8640 -1.6007 -1.8802
H -5.4680 -2.6206 -3.4706
H -7.8285 -1.9032 -3.4776
H -4.6318 0.1026 -0.2717
H -8.3416 2.7255 1.7719
H -10.7158 3.3938 1.8048
H -12.2810 2.5032 0.1037
H -11.4768 0.9198 -1.6085
C 5.1289 -1.7283 1.0724
C 4.1444 -0.7524 0.9459
C 3.7573 -0.0041 2.0487
C 4.3468 -0.2371 3.2887
C 5.3175 -1.2319 3.4218
C 5.7148 -1.9689 2.3077
C 5.9188 -1.5247 4.7450
O 6.7678 -2.3885 4.8625
C 5.4613 -0.7519 5.9249
C 5.9744 -1.0530 7.1850
C 5.5624 -0.3267 8.2941
C 4.6433 0.7092 8.1485
C 4.1253 1.0093 6.8962
C 4.5257 0.2733 5.7827
C 3.9394 0.5795 4.4559
O 3.1328 1.4829 4.3288
H 5.4348 -2.3052 0.2056
H 3.6786 -0.5735 -0.0167
H 2.9935 0.7577 1.9430
H 6.4768 -2.7329 2.4036
H 6.6920 -1.8559 7.3032
H 5.9590 -0.5660 9.2739
H 4.3278 1.2802 9.0140
H 3.4070 1.8129 6.7881

Strongest force on any atom (Eh/bohr): 0.122
Calculated total energy (hartree): -4114.2476
Molecular weight (g/mol): 973.069



Q: Which of these has the highest strongest force on any atom?
A: C4H7N2O3



Q: Among the records above, which one has the lowest strongest force on any atom?
A: C5H11NO